Formula: C8H18HgO4
Source: the Open Molecules 2025 dataset
Level of theory: ωB97M-V with the def2-TZVPD basis set

The expectation value of S² is 1.757. As for the multiplicity: 2. Its net charge is +1. As for the lowest unoccupied orbital energy (alpha / beta): -5.18 / -4.37 eV. The calculation puts the gap between HOMO and LUMO (alpha / beta) at 6.17 / 7.51 eV. The maximum force is 0.1220 Eh/bohr.

Each line ends with the Löwdin charge.
Element x y z (Å)
1 Hg 1.4996 0.8178 -1.3833  1.141
2 O -0.4404 1.0251 -0.9951  -0.509
3 O -3.2429 -3.4226 -0.0434  0.083
4 O 2.1376 1.4206 0.3953  -0.488
5 O -0.4489 -2.6042 0.3915  -0.149
6 C -2.6690 -2.2619 -0.4409  -0.296
7 C -1.4402 1.3490 -1.9623  -0.065
8 C 0.8786 -2.2884 0.3217  -0.072
9 C 0.0977 0.5083 1.3054  -0.164
10 C 1.3326 1.3187 1.5822  -0.200
11 C -0.9139 1.1033 0.3632  -0.191
12 C -1.1910 -2.3421 -0.7860  -0.196
13 C 3.3723 2.1065 0.6078  -0.065
14 H 0.4597 -0.8124 0.9900  0.155
15 H 1.9390 0.8348 2.3606  0.142
16 H 1.3756 -2.5851 -0.6125  0.093
17 H -0.8861 -1.4007 -1.2762  0.101
18 H -3.2056 -1.8594 -1.3360  0.150
19 H -2.8143 -1.4671 0.3318  0.134
20 H -0.9826 1.2630 -2.9536  0.094
21 H -1.7890 2.3776 -1.8009  0.112
22 H -0.9996 -3.1610 -1.5021  0.147
23 H -2.2742 0.6398 -1.8724  0.097
24 H 3.9722 1.5615 1.3485  0.109
25 H 1.0785 2.3401 1.9106  0.144
26 H 1.4320 -2.6098 1.2070  0.095
27 H 3.9039 2.1400 -0.3491  0.089
28 H -1.1113 2.1622 0.5936  0.147
29 H -1.8585 0.5464 0.4182  0.120
30 H -0.3804 0.1720 2.2301  0.134
31 H 3.1686 3.1279 0.9562  0.109

Forces on the atoms, in the same order (eV/Å):
3.0350 -2.0666 -5.0870
-4.0883 0.4108 0.7394
-0.0880 0.1271 -0.0209
1.3840 1.2552 3.7013
0.4681 0.3578 0.2696
0.2700 0.5903 -0.1571
-0.4117 0.2056 -0.3814
-0.1999 -1.4108 0.0078
0.6791 -3.3351 -0.2081
-0.2318 -0.0336 0.7057
-0.2777 -0.1564 0.4727
-0.0565 -0.4601 -0.7958
0.5801 0.3537 0.1718
-0.3712 3.6957 -0.1143
-0.1278 0.1527 -0.1445
-0.1369 0.5885 0.0223
0.1055 -0.1826 0.3389
-0.0124 -0.3346 0.3594
-0.1465 -0.4514 -0.1545
-0.1317 0.0151 0.2617
0.0046 -0.2662 -0.0684
-0.1730 0.2329 0.1669
0.1453 0.2221 -0.0347
-0.1349 0.1603 -0.1685
0.1239 -0.1711 -0.0767
-0.2809 0.1503 -0.0219
-0.1384 -0.0184 0.2676
-0.0054 -0.1790 -0.0519
0.1654 0.1691 -0.0157
-0.0447 0.6242 0.0759
0.0965 -0.2452 -0.0597